# 1
171
Properties=species:S:1:pos:R:3:mulliken_charge:R:1 method="wB97M-V/def2-TZVPD" e_above_lowest_kj_mol=559.81 e_tot_ha=-2910.69795 multiplicity=1 lumo_ev=0.20 e_homo_ev=-8.8
C -2.865 -2.163 -11.091 -1.460
C -1.541 -2.930 -11.112 0.537
C -1.443 -3.956 -9.975 -0.694
O -1.358 -3.165 -8.799 -0.312
C -1.232 -4.045 -7.594 -0.824
N -1.334 -3.556 -12.397 -0.759
H -2.911 -1.467 -11.929 0.360
H -2.955 -1.570 -10.181 0.352
H -3.809 -2.708 -11.087 0.314
H -0.778 -2.177 -10.913 0.261
H -0.542 -4.567 -10.031 0.361
H -2.261 -4.674 -10.030 0.362
H -0.332 -4.655 -7.518 0.322
H -2.074 -4.728 -7.486 0.329
H -1.209 -3.434 -6.692 0.281
H -0.344 -3.754 -12.441 0.298
H -1.670 -4.508 -12.371 0.268
C -3.547 8.599 0.751 -1.378
C -2.228 8.630 1.536 0.395
C -1.392 9.878 1.330 -0.780
O -0.213 9.800 2.151 -0.329
C 0.668 10.921 1.956 -0.733
N -2.653 8.562 2.906 -0.688
H -4.088 7.654 0.802 0.358
H -3.297 8.773 -0.295 0.340
H -4.325 9.291 1.074 0.357
H -1.600 7.781 1.266 0.270
H -1.852 10.831 1.591 0.351
H -1.112 9.868 0.277 0.411
H 1.558 10.779 2.570 0.261
H 0.193 11.866 2.220 0.303
H 1.031 11.037 0.935 0.295
H -3.408 9.232 2.924 0.293
H -1.997 9.107 3.447 0.276
C -6.854 -2.652 -6.701 -1.323
C -7.264 -1.295 -6.059 0.628
C -6.084 -0.370 -5.791 -0.807
O -5.179 -0.935 -4.868 -0.318
C -5.655 -1.137 -3.561 -0.736
N -8.305 -0.767 -6.911 -0.784
H -6.005 -2.502 -7.367 0.298
H -7.530 -3.192 -7.364 0.435
H -6.494 -3.361 -5.956 0.275
H -7.802 -1.460 -5.125 0.272
H -6.402 0.577 -5.356 0.379
H -5.539 -0.090 -6.693 0.347
H -6.327 -1.990 -3.466 0.264
H -6.138 -0.227 -3.207 0.342
H -4.737 -1.315 -3.000 0.225
H -7.890 -0.521 -7.799 0.258
H -8.620 0.134 -6.581 0.247
C 3.876 -1.247 -6.452 -1.338
C 3.979 -0.553 -7.813 0.437
C 4.562 -1.521 -8.957 -0.701
O 5.915 -1.792 -8.651 -0.304
C 6.519 -2.652 -9.589 -0.729
N 2.620 -0.175 -8.072 -0.748
H 3.149 -2.057 -6.515 0.323
H 3.637 -0.606 -5.604 0.393
H 4.847 -1.722 -6.307 0.318
H 4.619 0.327 -7.758 0.275
H 4.464 -0.957 -9.885 0.387
H 3.952 -2.418 -9.066 0.334
H 5.978 -3.579 -9.398 0.324
H 7.539 -2.822 -9.244 0.250
H 6.439 -2.327 -10.627 0.275
H 1.990 -0.964 -8.047 0.219
H 2.232 0.312 -7.277 0.286
C 7.582 2.359 1.837 -1.415
C 6.241 2.028 1.121 0.560
C 5.203 3.127 1.037 -0.684
O 4.988 3.680 2.374 -0.334
C 3.942 4.710 2.365 -0.735
N 6.604 1.567 -0.213 -0.738
H 8.190 1.457 1.900 0.428
H 7.425 2.615 2.884 0.338
H 8.147 3.108 1.281 0.349
H 5.722 1.227 1.646 0.212
H 4.261 2.748 0.640 0.331
H 5.551 3.926 0.382 0.330
H 3.579 4.963 3.361 0.265
H 3.134 4.535 1.654 0.274
H 4.402 5.616 1.968 0.305
H 7.404 0.959 -0.105 0.256
H 5.881 0.923 -0.500 0.260
C -1.960 4.767 -3.993 -1.351
C -0.500 4.280 -4.219 0.489
C 0.578 5.022 -3.446 -0.731
O 0.639 6.404 -3.715 -0.326
C 1.662 7.066 -2.947 -0.735
N -0.434 2.881 -3.934 -0.621
H -1.985 5.849 -4.125 0.362
H -2.389 4.578 -3.009 0.326
H -2.671 4.353 -4.708 0.371
H -0.163 4.470 -5.238 0.166
H 1.514 4.476 -3.561 0.411
H 0.273 4.836 -2.416 0.271
H 2.667 6.760 -3.236 0.316
H 1.583 6.835 -1.885 0.292
H 1.635 8.148 -3.075 0.264
H -1.346 2.502 -4.146 0.261
H -0.329 2.732 -2.941 0.238
C 4.413 -1.429 13.229 -1.258
C 3.116 -1.935 12.632 0.432
C 3.142 -1.793 11.082 -0.703
O 3.125 -0.467 10.649 -0.334
C 3.538 -0.314 9.308 -0.724
N 2.856 -3.290 13.106 -0.736
H 4.779 -0.518 12.755 0.331
H 5.199 -2.182 13.171 0.337
H 4.170 -1.169 14.260 0.288
H 2.346 -1.240 12.967 0.303
H 2.309 -2.287 10.582 0.361
H 4.059 -2.283 10.752 0.308
H 3.005 -0.928 8.582 0.302
H 4.600 -0.558 9.265 0.319
H 3.282 0.693 8.981 0.247
H 2.068 -3.744 12.667 0.270
H 3.561 -3.927 12.765 0.257
C -7.023 -4.541 9.584 -1.614
C -6.326 -3.495 10.325 0.730
C -5.598 -2.463 9.428 -0.760
O -4.354 -3.077 9.018 -0.313
C -3.582 -2.226 8.197 -0.706
N -7.305 -2.916 11.229 -0.742
H -7.419 -5.319 10.237 0.419
H -6.343 -5.033 8.888 0.327
H -7.893 -4.095 9.101 0.400
H -5.567 -3.927 10.977 0.231
H -5.378 -1.502 9.893 0.395
H -6.280 -2.311 8.591 0.331
H -2.702 -2.795 7.898 0.237
H -3.227 -1.356 8.751 0.287
H -4.224 -2.015 7.342 0.306
H -7.823 -3.685 11.629 0.229
H -6.905 -2.379 11.985 0.243
C 4.906 -7.850 2.519 -1.353
C 4.036 -8.254 1.262 0.446
C 4.667 -7.837 -0.053 -0.556
O 4.549 -6.476 -0.009 -0.247
C 4.941 -5.795 -1.159 -0.812
N 3.907 -9.683 1.329 -0.762
H 4.808 -6.773 2.658 0.320
H 5.941 -8.185 2.440 0.312
H 4.581 -8.381 3.414 0.376
H 3.033 -7.857 1.416 0.247
H 4.118 -8.327 -0.858 0.340
H 5.710 -8.149 -0.104 0.321
H 4.263 -6.022 -1.983 0.295
H 5.986 -5.885 -1.454 0.319
H 4.928 -4.729 -0.930 0.258
H 3.164 -9.919 1.972 0.267
H 3.525 -10.012 0.454 0.228
C -5.454 1.628 3.260 -0.982
C -4.930 2.551 4.334 -0.188
O -3.782 3.183 3.862 -0.494
H -5.709 2.154 2.340 0.283
H -6.303 1.045 3.616 0.323
H -4.649 0.946 2.986 0.243
H -4.746 1.970 5.238 0.185
H -5.608 3.389 4.497 0.308
H -4.029 4.110 3.884 0.322
C 0.756 -1.313 0.799 -1.030
C 0.259 -0.249 1.746 -0.170
O -0.329 0.782 0.984 -0.522
H 1.215 -2.164 1.303 0.347
H 1.425 -0.857 0.069 0.259
H -0.071 -1.682 0.192 0.279
H 0.997 0.100 2.469 0.293
H -0.566 -0.593 2.370 0.253
H -0.756 1.434 1.544 0.286

# 2
15
Properties=species:S:1:pos:R:3:mulliken_charge:R:1 method="wB97M-V/def2-TZVPD" e_above_lowest_kj_mol=352.93 e_tot_ha=-304.70107 multiplicity=1 lumo_ev=1.02 e_homo_ev=-8.5
C -1.283 -1.169 0.468 -1.342
C 0.133 -0.786 0.092 -0.273
C 0.352 0.249 -1.028 -0.038
N 1.669 0.462 -0.497 -0.539
C 0.993 0.318 0.822 0.099
C -0.026 1.501 0.943 -0.568
N -0.433 1.458 -0.311 -0.146
H -1.927 -0.290 0.546 0.307
H -1.702 -1.830 -0.301 0.337
H -1.311 -1.701 1.422 0.347
H 0.764 -1.669 -0.047 0.465
H -1.184 2.026 -0.693 0.155
H 0.254 0.038 -2.108 0.456
H 2.075 1.371 -0.717 0.250
H 1.638 0.092 1.670 0.491

# 3
59
Properties=species:S:1:pos:R:3:mulliken_charge:R:1 method="wB97M-V/def2-TZVPD" e_above_lowest_kj_mol=178.53 e_tot_ha=-1247.72926 multiplicity=1 lumo_ev=0.21 e_homo_ev=-9.6
C -1.891 1.768 0.314 -0.642
C -2.156 0.825 -0.838 -0.150
C -1.242 -0.451 -0.723 0.407
C 0.261 -0.202 -0.864 0.512
C 0.955 -0.969 -1.984 -1.248
C 1.165 -2.453 -1.769 -0.166
C 0.186 -3.276 -2.124 -1.199
N -3.491 0.228 -1.007 -0.679
H -2.427 1.300 1.161 0.114
H -0.841 1.868 0.525 -0.088
H -2.318 2.761 0.121 0.348
H -1.980 1.275 -1.845 0.407
H -1.429 -0.941 0.240 0.085
H -1.630 -1.081 -1.539 -0.036
H 0.419 0.876 -1.131 0.107
H 0.706 -0.261 0.140 -0.065
H 0.518 -0.868 -2.991 0.603
H 1.991 -0.495 -2.153 0.186
H 2.099 -2.813 -1.365 0.670
H 0.147 -4.358 -1.991 0.427
H -0.639 -2.841 -2.654 0.182
H -3.711 -0.365 -0.207 0.251
H -4.252 0.887 -1.048 0.241
H 1.505 2.999 0.945 0.324
H 2.713 3.434 0.026 0.399
O 1.988 3.752 0.598 -0.769
H -2.932 -0.456 2.256 0.341
H -2.292 -1.864 2.543 0.301
O -3.014 -1.399 2.120 -0.692
H 1.109 5.103 -0.327 0.415
H -0.248 5.499 -0.804 0.312
O 0.670 5.485 -1.110 -0.741
H 1.876 -2.647 1.755 0.338
H 1.582 -2.047 0.418 0.335
O 2.307 -2.471 0.897 -0.694
H 1.729 3.583 -3.393 0.275
H 1.134 4.193 -2.134 0.374
O 1.455 3.339 -2.502 -0.585
H 1.985 1.578 3.165 0.241
H 2.431 0.675 1.992 0.381
O 1.674 1.203 2.331 -0.539
H -0.182 -0.059 3.984 0.278
H -0.599 0.508 2.704 0.328
O -0.954 -0.072 3.396 -0.778
H -1.093 -4.362 0.579 0.241
H -2.113 -3.200 0.759 0.280
O -1.318 -3.608 1.128 -0.603
H 3.744 0.571 0.640 0.366
H 3.387 -1.052 0.796 0.378
O 3.767 -0.233 1.182 -0.785
H -0.179 -3.138 2.490 0.459
H -0.205 -1.660 2.985 0.385
O 0.335 -2.470 2.980 -0.732
H -3.988 -2.688 -2.522 0.294
H -3.328 -1.893 -1.397 0.336
O -3.380 -2.786 -1.784 -0.650
H 2.691 1.928 -1.487 0.276
H 4.114 2.027 -0.815 0.289
O 3.188 1.813 -0.660 -0.649

# 4
49
Properties=species:S:1:pos:R:3:mulliken_charge:R:1 method="wB97M-V/def2-TZVPD" e_tot_ha=-1741.54541 multiplicity=1 lumo_ev=0.57 e_homo_ev=-4.7 charge=-1
C 4.182 -0.958 -1.122 -1.230
C 3.413 0.299 -1.423 -0.199
O 2.088 0.080 -0.878 0.013
C 1.151 0.990 -1.285 0.065
C -0.187 0.397 -1.207 0.918
C -1.368 1.271 -1.252 0.735
O -1.394 2.370 -0.692 -0.811
O -2.443 0.764 -1.894 -0.219
C -3.543 1.708 -2.000 -0.233
C -4.804 0.918 -2.189 -1.192
C -0.280 -1.029 -1.587 -0.360
O 0.582 -1.659 -2.181 -0.708
O -1.466 -1.558 -1.234 0.024
C -1.695 -2.901 -1.678 -0.299
C -3.098 -3.208 -1.242 -1.102
O 1.438 2.106 -1.669 -0.657
H 5.185 -0.946 -1.554 0.397
H 4.293 -1.080 -0.041 0.257
H 3.636 -1.819 -1.520 0.263
H 3.843 1.180 -0.932 0.245
H 3.339 0.460 -2.507 0.312
H -3.606 2.297 -1.076 0.310
H -3.336 2.369 -2.855 0.285
H -5.643 1.604 -2.315 0.436
H -4.756 0.272 -3.072 0.278
H -5.029 0.321 -1.298 0.242
H -1.586 -2.958 -2.770 0.292
H -0.967 -3.560 -1.190 0.280
H -3.344 -4.228 -1.524 0.433
H -3.199 -3.132 -0.157 0.239
H -3.809 -2.521 -1.714 0.198
O 2.133 -1.237 5.574 -0.575
N 2.538 -0.236 4.955 0.907
O 3.489 0.472 5.356 -0.613
C 1.913 0.178 3.716 -0.610
C 2.475 1.203 2.959 -0.704
C 1.765 1.789 1.891 -0.457
N 2.375 2.944 1.238 1.189
O 3.632 2.975 1.251 -0.653
O 1.676 3.839 0.737 -0.551
C 0.544 1.266 1.440 -0.848
C 0.063 0.164 2.123 0.329
N -1.096 -0.593 1.897 0.827
O -2.020 -0.506 1.112 -0.589
O -1.117 -1.572 2.912 -0.219
N -0.032 -1.463 3.750 -0.612
C 0.676 -0.410 3.253 0.962
H 3.462 1.582 3.209 0.583
H -0.071 1.757 0.686 1.423

# 5
10
Properties=species:S:1:pos:R:3:mulliken_charge:R:1 method="wB97M-V/def2-TZVPD" e_above_lowest_kj_mol=130.07 e_tot_ha=-818.08746 multiplicity=1 lumo_ev=0.45 e_homo_ev=-9.0
C -0.549 0.651 0.243 -0.688
C -1.595 -0.286 -0.277 -0.179
F 0.112 -2.118 0.178 -0.228
P -1.409 -1.980 -0.312 0.101
I 3.452 0.143 0.358 -0.091
H 0.312 0.649 -0.537 0.117
H -0.848 1.669 0.480 0.328
H -0.210 0.116 1.098 0.248
H 3.362 1.096 -0.881 0.088
H -2.628 0.061 -0.350 0.303

# 6
22
Properties=species:S:1:pos:R:3:mulliken_charge:R:1 method="wB97M-V/def2-TZVPD" e_above_lowest_kj_mol=432.19 e_tot_ha=-930.77434 multiplicity=1 lumo_ev=0.30 e_homo_ev=-8.6
C -2.883 -0.443 0.012 0.361
C 0.594 1.225 0.108 -0.318
C -2.977 1.013 -0.004 0.541
C -1.820 -1.074 -0.542 0.493
C -4.054 -1.268 0.454 -1.544
C 2.155 -0.204 -1.177 -0.812
C 2.681 0.943 0.930 -0.895
N -1.871 1.696 -0.519 0.040
N 1.739 0.623 -0.088 0.324
O -3.937 1.566 0.513 -0.687
O -1.125 -1.940 -0.768 -0.406
S -0.566 0.881 -1.152 -0.270
H -4.957 -1.271 -0.124 0.307
H -4.246 -0.813 1.369 0.329
H -3.813 -2.268 0.464 0.433
H 2.717 0.222 -1.972 0.341
H 2.641 -1.216 -0.917 0.289
H 1.260 -0.467 -1.594 0.295
H 3.473 1.659 0.478 0.299
H 2.250 1.335 1.742 0.353
H 3.392 0.065 1.291 0.277
H -2.134 2.674 -0.533 0.251

# 7
16
Properties=species:S:1:pos:R:3:mulliken_charge:R:1 method="wB97M-V/def2-TZVPD" e_above_lowest_kj_mol=478.83 e_tot_ha=-304.89227 multiplicity=1 lumo_ev=1.12 e_homo_ev=-9.3
C 1.523 -1.222 0.178 -1.158
C -0.591 1.882 0.059 -0.852
C 1.020 0.088 -0.506 -0.490
N -1.995 -1.258 0.124 -0.466
N -0.217 0.410 0.183 -0.088
O -1.320 -0.193 -0.571 -0.201
H 1.029 -2.100 -0.443 0.237
H 2.529 -1.401 -0.152 0.411
H 1.383 -1.250 1.311 0.293
H -1.762 2.101 0.198 0.240
H -0.118 2.524 0.879 0.305
H -0.263 2.371 -0.819 0.361
H 1.718 0.879 -0.410 0.450
H 0.645 -0.071 -1.489 0.432
H -2.289 -0.859 1.014 0.273
H -1.291 -1.903 0.444 0.252

# 8
14
Properties=species:S:1:pos:R:3:mulliken_charge:R:1 method="wB97M-V/def2-TZVPD" e_above_lowest_kj_mol=351.44 e_tot_ha=-307.57858 multiplicity=1 lumo_ev=0.83 e_homo_ev=-8.5
C 1.573 -0.484 -0.942 -0.734
O 0.591 0.408 -0.465 -0.491
C -0.634 -0.158 -0.003 0.806
C -0.645 -0.262 1.526 -1.374
C -1.817 0.743 -0.367 -0.626
O -1.379 1.882 -0.813 -0.250
H 1.153 -1.183 -1.678 0.337
H 2.030 -1.054 -0.122 0.269
H 2.348 0.117 -1.427 0.252
H -0.815 -1.141 -0.465 0.363
H -0.082 0.588 1.925 0.335
H -0.194 -1.188 1.891 0.332
H -1.672 -0.199 1.896 0.410
H -0.389 1.876 -0.876 0.373

# 9
86
Properties=species:S:1:pos:R:3:mulliken_charge:R:1 method="wB97M-V/def2-TZVPD" s_squared=3.78 e_above_lowest_kj_mol=186.55 e_tot_ha=-9853.14634 multiplicity=4 lumo_ev="-6.63 / -9.09" e_homo_ev="-12.6 / -12.6" charge=+2
Mn -0.016 -0.266 -0.366 -0.019
C -0.622 -1.369 3.613 -1.207
C -0.902 -0.583 2.505 -0.487
N -0.169 -0.992 1.464 0.534
N 0.580 -2.027 1.884 0.286
C 0.322 -2.280 3.170 -0.327
B 1.432 -2.801 0.866 0.505
N 2.409 -1.799 0.241 0.019
C 3.730 -1.878 0.053 -0.268
C 4.128 -0.789 -0.700 -1.129
C 2.959 -0.079 -0.940 -0.487
N 1.929 -0.704 -0.366 0.610
N 0.434 -3.146 -0.258 0.053
C 0.065 -4.330 -0.742 -0.091
C -0.905 -4.129 -1.710 -1.257
C -1.079 -2.755 -1.757 -0.073
N -0.259 -2.163 -0.870 0.353
H -1.041 -1.291 4.593 0.530
H -1.583 0.245 2.414 0.459
H 0.800 -3.085 3.693 0.552
H 1.950 -3.752 1.313 -0.034
H 4.308 -2.693 0.442 0.543
H 5.114 -0.554 -1.043 0.501
H 2.826 0.830 -1.497 0.548
H 0.501 -5.239 -0.380 0.496
H -1.402 -4.878 -2.292 0.448
H -1.745 -2.185 -2.384 0.361
C -2.844 4.584 1.741 -0.538
Se -2.309 2.746 2.018 0.628
C -3.749 1.929 0.926 -0.889
C -3.443 1.959 -0.559 -0.644
Se -2.482 0.354 -1.221 0.138
C -1.873 1.195 -2.878 -0.705
H -3.799 4.758 2.231 0.523
H -2.927 4.781 0.676 0.421
H -2.080 5.227 2.167 -0.220
H -4.650 2.507 1.139 0.545
H -3.906 0.907 1.278 0.528
H -2.848 2.834 -0.833 0.242
H -4.375 1.981 -1.134 0.522
H -2.739 1.510 -3.456 0.450
H -1.294 0.471 -3.451 0.360
H -1.255 2.056 -2.630 0.083
O 0.013 3.327 0.448 -0.213
C 0.407 2.674 -0.520 -0.372
O 0.243 1.413 -0.601 -0.595
C 1.144 3.385 -1.638 -0.592
C 2.427 3.973 -1.055 -1.345
Ge 2.337 4.366 0.941 1.663
C 4.176 5.177 1.336 0.372
C 4.293 6.256 2.182 -0.319
C 5.556 6.763 2.455 -0.719
C 6.672 6.180 1.884 -0.623
C 6.539 5.102 1.031 -0.813
C 5.278 4.592 0.753 -0.167
C 2.373 2.678 2.010 0.206
C 3.368 1.728 1.820 -0.544
C 3.379 0.554 2.555 -0.624
C 2.392 0.319 3.497 -0.706
C 1.398 1.262 3.696 -1.159
C 1.393 2.435 2.964 0.534
C 1.101 5.742 1.672 0.024
C 0.330 6.557 0.859 -0.650
C -0.563 7.453 1.423 -0.739
C -0.685 7.534 2.803 -0.728
C 0.098 6.732 3.620 -0.924
C 0.999 5.848 3.054 -0.133
H 0.506 4.195 -1.995 0.506
H 1.343 2.702 -2.467 0.467
H 2.698 4.879 -1.594 0.410
H 3.254 3.278 -1.197 0.403
H 3.425 6.712 2.634 0.297
H 5.647 7.609 3.120 0.420
H 7.654 6.571 2.107 0.397
H 7.404 4.642 0.576 0.417
H 5.186 3.748 0.084 0.172
H 4.165 1.912 1.112 0.238
H 4.173 -0.164 2.414 0.555
H 2.415 -0.578 4.101 0.472
H 0.642 1.099 4.447 0.608
H 0.621 3.172 3.139 0.620
H 0.430 6.500 -0.217 0.348
H -1.158 8.096 0.790 0.450
H -1.381 8.231 3.244 0.438
H 0.015 6.799 4.696 0.470
H 1.637 5.244 3.689 0.613

# 10
5
Properties=species:S:1:pos:R:3:mulliken_charge:R:1 method="wB97M-V/def2-TZVPD" s_squared=2.01 e_above_lowest_kj_mol=5.34 e_tot_ha=-5385.66326 multiplicity=3 lumo_ev="0.32 / -4.05" e_homo_ev="-7.9 / -11.2"
C 0.144 0.222 -0.434 0.279
F -0.693 -0.988 1.324 -0.154
F -0.032 -0.840 -1.163 -0.165
Br -1.256 1.237 -0.002 0.077
Br 1.837 0.369 0.275 -0.037

# 11
20
Properties=species:S:1:pos:R:3:mulliken_charge:R:1 method="wB97M-V/def2-TZVPD" e_above_lowest_kj_mol=257.98 e_tot_ha=-327.62432 multiplicity=1 lumo_ev=-3.46 e_homo_ev=-14.0 charge=+1
C -0.869 1.034 0.700 -1.053
C -0.699 -0.055 1.934 -0.012
C -1.510 -1.335 1.813 -1.263
N 0.706 -0.609 1.753 -0.454
H -0.314 1.839 1.046 0.395
H -0.500 0.689 -0.275 0.320
H -1.980 1.472 0.507 0.316
H -0.986 0.378 2.878 0.382
H -1.763 -1.432 0.777 0.386
H -2.572 -1.234 2.330 0.329
H -0.998 -2.124 2.170 0.421
H 0.555 -1.061 0.790 0.497
H 1.486 0.192 1.681 0.387
H 0.978 -1.331 2.620 0.386
H 0.027 0.662 -5.276 0.326
H -0.283 2.006 -4.828 0.322
O 0.371 1.319 -4.639 -0.643
H 1.275 -0.796 -1.356 0.306
H 2.544 -0.181 -0.619 0.262
O 1.636 -0.404 -0.536 -0.610